[1]
Molecular formula: C3H9NO2S
Method: DFT, ωB97M-V/def2-TZVPD

The HOMO energy is 0.44 eV. Its LUMO energy is 6.1 eV. As for the electronic energy: -19675.610 eV. As for the strongest force on any atom: 0.0197 Eh/bohr. The energy relative to the best compared isomer or geometry (same formula, charge and spin) comes out at 10.48 kcal per mole.

Geometry as ORCA input:
```
! RIJCOSX wB97M-V def2-TZVPD def2/J DEFGRID3
* xyz -2 1
H 0.59331 -0.29830 -0.95470
H -1.06277 -2.54495 -1.94781
H 0.11301 -1.01585 1.74199
O -1.69664 -1.83205 -2.08913
H -1.76257 -1.27614 -1.06607
C 1.33487 1.35469 0.12722
O -1.92588 -0.65623 0.05145
H 1.73608 -0.70757 1.39553
H -1.23435 1.16638 -0.59265
H 2.17329 1.14726 -0.54364
N 0.82084 -0.93180 1.02831
H -1.18152 0.91795 1.16957
C -1.04990 0.41909 0.19090
C 0.42440 0.08231 0.05919
H 0.84568 2.21250 -0.34781
S 1.87215 1.96270 1.77764
*
```

Mulliken population analysis, charges in e, atoms 1 to 4: H 0.144; H 0.217; H 0.236; O -0.880

[2]
Molecular formula: C3H9NO2S
Method: DFT, ωB97M-V/def2-TZVPD

The HOMO energy is -0.25 eV. Its LUMO energy is 5.8 eV. As for the electronic energy: -19675.666 eV. As for the strongest force on any atom: 0.0210 Eh/bohr. The energy relative to the best compared isomer or geometry (same formula, charge and spin) comes out at 9.19 kcal per mole.

Geometry as ORCA input:
```
! RIJCOSX wB97M-V def2-TZVPD def2/J DEFGRID3
* xyz -2 1
C -0.09251 0.61820 -0.22485
H -1.84631 0.23708 -1.12147
H -0.44171 1.21468 0.63396
O -1.75862 -0.64485 4.35761
S 1.95269 -0.00691 -2.07462
H -2.33953 0.06443 4.05115
H 1.96680 0.71151 0.22259
H 0.57474 -0.96124 1.13902
H -1.44418 -0.89888 1.89232
C -0.18846 -0.80175 0.37252
C 1.33738 0.95727 -0.62931
H -0.61198 0.28609 -2.11146
H 1.37884 2.03159 -0.83731
H -0.03356 -1.54483 -0.40919
N -1.03253 0.80911 -1.33791
O -1.49163 -1.02885 0.92743
*
```

Mulliken population analysis, charges in e, atoms 1 to 4: C 0.278; H 0.274; H 0.242; O -1.151